{"formula": "C29H29FN5O7SmTe", "method": "the ωB97M-V functional and the def2-TZVPD basis", "total_energy_ha": -2948.3331, "multiplicity": 6, "de_lowest_kcal_mol": 25.84, "homo_lumo_gap_ev": [7.10, 7.12], "total_charge": 2, "symbols": ["Sm", "O", "C", "O", "C", "C", "N", "N", "C", "C", "O", "O", "H", "H", "H", "C", "C", "N", "C", "C", "C", "O", "O", "C", "O", "C", "C", "C", "F", "C", "C", "C", "N", "C", "C", "N", "C", "C", "H", "H", "H", "H", "H", "H", "H", "H", "H", "H", "H", "H", "H", "H", "H", "H", "H", "H", "C", "Te", "C", "C", "C", "C", "C", "C", "C", "H", "H", "H", "H", "H", "H", "H", "H"], "coordinates": [[-0.970727, 2.130924, 0.011192], [-6.556960, 0.262831, -1.183467], [-6.702695, 1.431988, -0.616572], [-7.862164, 1.859726, -0.386924], [-5.420622, 2.238932, -0.282869], [-5.346829, 3.499666, 0.270400], [-4.049468, 3.863352, 0.393385], [-3.220552, 2.892245, -0.070184], [-3.976343, 1.849637, -0.546667], [-3.303187, 0.661926, -1.036643], [-3.903369, -0.438951, -1.154511], [-2.016122, 0.740264, -1.251255], [-5.555590, -0.010448, -1.221114], [-6.109515, 4.224208, 0.596513], [-3.622343, 4.751956, 0.655774], [5.110469, -2.703150, -0.084823], [4.068270, -2.633652, 1.005082], [2.902345, -1.828837, 0.597234], [3.045012, -0.489636, 0.306290], [1.953286, 0.444271, 0.235820], [2.077832, 1.684464, -0.737865], [3.096277, 1.888444, -1.375485], [1.006204, 2.454551, -0.828146], [0.731851, -0.101723, 0.739595], [-0.252449, 0.444847, 1.430416], [0.566069, -1.518678, 0.518814], [-0.694556, -2.042060, 0.274904], [-0.868816, -3.371588, -0.029191], [-2.151591, -3.807960, -0.302020], [0.222751, -4.308537, 0.013088], [1.520379, -3.765474, 0.238948], [1.661246, -2.402262, 0.495760], [-0.063425, -5.663113, 0.111303], [-1.062164, -6.372602, -0.703524], [-1.871873, -7.320907, 0.157153], [-0.836322, -8.202448, 0.875422], [0.648575, -7.973473, 0.636205], [0.980915, -6.510710, 0.717047], [5.898545, -3.385333, 0.205068], [5.597180, -1.736928, -0.257960], [4.638920, -3.177079, -0.986990], [4.461555, -2.163932, 1.864832], [3.709826, -3.617881, 1.303290], [4.040076, -0.154835, 0.030150], [-1.544637, -1.376115, 0.425376], [2.391611, -4.407879, 0.118387], [-0.598276, -6.811704, -1.595796], [-1.719697, -5.553652, -1.095191], [-2.481474, -7.929111, -0.525089], [-2.420596, -6.870332, 0.989546], [-0.986899, -9.230437, 0.701303], [-0.981075, -8.071117, 1.893676], [0.910461, -8.433405, -0.347636], [1.220891, -8.624269, 1.325319], [1.968380, -6.308866, 0.270657], [1.124789, -6.208132, 1.789265], [1.997929, 5.624520, 0.440812], [-0.161517, 5.032316, 1.066577], [-0.542646, 6.464499, -0.596854], [0.579533, 7.441841, -0.519099], [0.353663, 8.743980, -0.952775], [1.384030, 9.707150, -0.836666], [2.627818, 9.350018, -0.285385], [2.864195, 8.037873, 0.082898], [1.860803, 7.048308, 0.051730], [2.352426, 4.981027, -0.363134], [2.602702, 5.477262, 1.332228], [-1.526058, 6.922253, -0.355529], [-0.606851, 5.941970, -1.547824], [-0.628507, 8.949775, -1.317668], [1.182016, 10.712335, -1.113143], [3.432165, 10.076250, -0.107235], [3.824929, 7.691599, 0.443789]], "forces_ev_per_a": [[1.64, 0.17, 0.62], [2.51, -0.54, -0.06], [-3.56, 1.74, 0.81], [4.21, -0.58, -0.37], [1.58, -1.60, -0.96], [-0.20, 0.73, 0.21], [0.55, -1.46, -0.73], [-1.37, -0.32, -0.71], [-3.15, 4.20, 2.31], [0.22, -4.29, -0.92], [0.40, 2.70, 0.18], [-1.07, 0.33, -0.02], [-1.65, 0.08, 0.03], [0.23, -0.81, -0.33], [-0.53, -0.42, 0.04], [-0.32, -0.85, -0.71], [-0.04, -0.02, -0.80], [0.57, 1.86, -0.14], [-1.81, -0.08, -0.39], [1.27, -1.04, -0.94], [0.89, 0.68, 0.17], [-1.02, -0.84, 1.10], [0.31, -1.09, 0.38], [-1.11, -0.46, 1.80], [1.54, 0.80, -2.33], [0.84, -0.97, 0.10], [-1.06, -0.51, 0.17], [-0.05, 0.22, -0.02], [1.26, 0.35, 0.54], [-0.39, 1.22, 0.80], [-1.50, -0.98, -0.26], [-0.30, 0.73, -0.72], [0.74, -1.21, 0.03], [-0.40, 2.56, -0.32], [1.13, -0.28, -0.67], [0.19, -1.80, 1.09], [0.26, -1.08, -1.35], [0.49, 1.19, 0.83], [0.24, -0.14, 0.23], [-0.34, -0.24, -0.35], [0.58, 0.88, 0.45], [0.48, 0.44, 1.10], [0.09, 0.20, -0.04], [-0.07, 0.07, 0.27], [0.03, -0.41, -0.45], [-0.35, 0.28, 0.24], [-0.16, -0.44, 0.28], [0.32, -1.19, 0.25], [-0.01, -0.04, 0.67], [-0.15, 0.22, -0.68], [-0.15, 1.24, 0.20], [0.00, -0.22, -0.63], [-0.55, 0.65, 0.46], [-0.47, 0.68, 0.09], [-0.30, -0.57, -0.10], [-0.32, -0.16, -0.71], [-0.40, -0.54, 0.83], [1.50, 1.56, -1.04], [-1.03, -0.45, 0.94], [1.74, 0.11, 0.91], [1.61, -0.22, 0.62], [0.02, -1.27, 0.59], [-0.50, 0.36, -0.42], [-0.48, -1.80, 0.60], [-2.21, 1.84, -1.74], [-0.36, -0.23, 0.03], [0.00, -0.05, 0.00], [0.67, -0.18, -0.31], [0.05, -0.20, 0.04], [-0.35, 0.57, -0.31], [-0.05, 0.70, -0.21], [-0.54, -0.21, -0.35], [0.17, 0.42, 0.11]]}